Entry 1:
The molecule C5H6F3N3 at a distorted geometry. Source: the OMol25 dataset; level of theory: ωB97M-V with the def2-TZVPD basis set.

Each atom is followed by the atoms it is bonded to, with distances in Å.
Atoms and positions in Å:
1 F -2.16699 -1.67671 -1.13472  C10 1.324
2 F -3.24898 -0.91375 0.52505  C10 1.319
3 F -1.38490 -1.95829 0.91057  C10 1.368
4 N -1.10077 1.52542 2.13605  C7 1.138
5 N 0.25604 -0.09234 -0.97097  N6 1.427, C9 1.461, C11 1.677
6 N -0.92874 0.62284 -1.32085  N5 1.427, C11 1.423, H15 0.991
7 C -1.03830 0.91843 1.17551  N4 1.138, C11 1.392
8 C 2.28197 -0.00222 0.54419  C9 1.524, H12 1.119, H13 1.117, H16 1.126
9 C 1.45934 0.63274 -0.57021  N5 1.461, C8 1.524, H14 1.128, H17 1.054
10 C -2.03251 -1.10963 0.05441  F1 1.324, F2 1.319, F3 1.368, C11 1.582
11 C -1.07944 0.15278 0.01399  N5 1.677, N6 1.423, C7 1.392, C10 1.582
12 H 2.98958 -0.68011 0.00482  C8 1.119
13 H 1.47184 -0.54045 1.09439  C8 1.117
14 H 1.12929 1.61090 -0.11500  C9 1.128
15 H -1.45631 0.26678 -2.08069  N6 0.991
16 H 2.86899 0.68284 1.21714  C8 1.126
17 H 1.97989 0.56076 -1.48369  C9 1.054

## Properties
SMILES string = CCN1N[C@@]1(C#N)C(F)(F)F


Entry 2:
The molecule C5H6F3NO at a distorted geometry. Source: the OMol25 dataset; level of theory: ωB97M-V with the def2-TZVPD basis set.

Each atom is followed by the atoms it is bonded to, with distances in Å.
Atoms and positions in Å:
1 F -2.78964 -0.76801 0.99965  C10 1.326
2 F -3.03110 0.08841 -0.93403  C10 1.340
3 F -2.48676 1.40022 0.65217  C10 1.319
4 O -0.97292 -1.37255 -1.17996  N5 1.295, C9 1.678
5 N -0.48748 -2.41290 -0.57982  O4 1.295, C7 1.258
6 C 0.14593 -0.72005 0.92498  C7 1.534, C9 1.579, H11 1.079, H14 1.112
7 C 0.04356 -2.20139 0.54116  N5 1.258, C6 1.534, H15 1.108
8 C -0.14902 1.03324 -0.94114  C9 1.479, H12 1.139, H13 1.085, H16 1.079
9 C -0.78411 -0.05175 -0.16189  O4 1.678, C6 1.579, C8 1.479, C10 1.590
10 C -2.31615 0.17480 0.19594  F1 1.326, F2 1.340, F3 1.319, C9 1.590
11 H -0.21564 -0.55694 1.92864  C6 1.079
12 H -0.99149 1.18143 -1.69309  C8 1.139
13 H 0.65972 0.49014 -1.41984  C8 1.085
14 H 1.13562 -0.21356 0.92417  C6 1.112
15 H 0.46656 -3.00096 1.18091  C7 1.108
16 H -0.10760 1.89053 -0.28667  C8 1.079

## Properties
SMILES string = C[C@]1(C(F)(F)F)CC=NO1


Entry 3:
A cluster of 2 separate species, C5H6F6NO6P2S in total at a distorted geometry. Source: the OMol25 dataset; level of theory: ωB97M-V with the def2-TZVPD basis set.

Each atom is followed by the atoms it is bonded to, with distances in Å.
Atoms and positions in Å:
1 S -2.87146 -1.96673 1.66222  O10 1.448, O11 1.433, C18 1.806, H27 1.371
2 P 0.05859 -2.57094 -0.20963  O12 1.657, N16 1.752, C19 1.860
3 P 3.14061 3.50763 -1.82568  F4 1.638, F5 1.635, F6 1.641, F7 1.640, F8 1.639, F9 1.642
4 F 4.23977 4.61221 -2.32979  P3 1.638
5 F 2.78827 3.66301 -3.41429  P3 1.635
6 F 3.18520 4.30652 -0.39252  P3 1.641
7 F 4.42601 2.66031 -1.26095  P3 1.640
8 F 1.56389 3.86024 -1.55300  P3 1.639
9 F 2.64562 1.94941 -1.97953  P3 1.642
10 O -3.84895 -1.93095 2.72946  S1 1.448
11 O -3.52654 -2.03167 0.38935  S1 1.433
12 O -1.21429 -3.51847 -0.68766  P2 1.657, H25 0.965
13 O -0.15428 -0.08709 -2.52016  C20 1.132
14 O -0.71141 2.27843 1.06654  C21 1.147
15 O 0.13116 1.35592 -0.78789  C20 1.371, C21 1.361
16 N 0.34872 -2.88896 1.48874  P2 1.752, H22 1.016, H23 1.020
17 C -1.06483 -0.06766 0.68746  C18 1.501, C19 1.335, C21 1.553
18 C -1.91246 -0.44951 1.86629  S1 1.806, C17 1.501, H24 1.101, H26 1.097
19 C -0.41821 -0.77325 -0.24324  P2 1.860, C17 1.335, C20 1.530
20 C -0.13591 0.16691 -1.41690  O13 1.132, O15 1.371, C19 1.530
21 C -0.56838 1.37135 0.37891  O14 1.147, O15 1.361, C17 1.553
22 H 1.35517 -3.01743 1.54339  N16 1.016
23 H -0.04116 -3.79359 1.75468  N16 1.020
24 H -2.66093 0.35006 1.97936  C18 1.101
25 H -1.31369 -3.45316 -1.64526  O12 0.965
26 H -1.34303 -0.46284 2.80359  C18 1.097
27 H -2.09745 -3.06975 1.91650  S1 1.371

## Properties
Total charge = -1


Entry 4:
The molecule C5H6FNS at a distorted geometry. Source: the OMol25 dataset; level of theory: ωB97M-V with the def2-TZVPD basis set.

Each atom is followed by the atoms it is bonded to, with distances in Å.
Atoms and positions in Å:
1 S 0.36765 1.86020 1.09662  C6 1.823, H10 1.361
2 F -0.92207 -0.81736 0.97959  C7 1.377
3 N -1.80604 -1.66601 -2.19802  C4 1.153
4 C -1.23784 -1.17297 -1.32395  N3 1.153, C7 1.446
5 C 0.99247 -0.32835 -0.55877  C6 1.524, C7 1.484, C8 1.520, H12 1.095
6 C 0.09749 0.89838 -0.42786  S1 1.823, C5 1.524, C7 1.551, H9 1.102
7 C -0.45003 -0.54620 -0.28530  F2 1.377, C4 1.446, C5 1.484, C6 1.551
8 C 1.94651 -0.68567 0.56937  C5 1.520, H11 1.079, H13 1.102, H14 1.096
9 H -0.08994 1.59103 -1.26369  C6 1.102
10 H -0.86864 1.51770 1.55193  S1 1.361
11 H 2.50703 0.19417 0.84627  C8 1.079
12 H 1.33426 -0.44564 -1.59222  C5 1.095
13 H 1.42747 -1.15114 1.42343  C8 1.102
14 H 2.65678 -1.44226 0.21720  C8 1.096

## Properties
SMILES string = C[C@@H]1[C@H](S)[C@@]1(F)C#N


Calculated frontier orbital gap, 10.4, 10.4, 8.2, 10.1 eV (same order as the records).
Calculated highest occupied orbital energy, -9.9, -9.6, -6.9, -9.6 eV (same order as the records).
Calculated ΔE to the lowest compared entry with this formula, charge and spin, 89.03, 38.88, 0.00, 23.73 kcal/mol (same order as the records).